1.
Entry from the OMol25 dataset: a 2-piece molecular cluster, C5H13N2O overall (ωB97M-V with the def2-TZVPD basis set).

Structure (XYZ):
```
21
Properties=species:S:1:pos:R:3
N 4.85 -0.30 0.17
H 1.67 -0.06 -0.28
H -1.79 0.93 1.81
H -1.49 1.58 -1.23
H 1.24 0.90 1.36
C 1.10 0.12 0.63
C -2.54 -0.25 -1.81
N -1.53 -0.25 0.08
C 0.01 -0.75 0.72
H 5.30 0.54 0.48
H -0.36 0.22 -1.61
H -3.28 0.03 1.31
C -2.39 0.56 0.99
C -1.31 0.51 -1.18
H -0.28 -1.06 1.73
H 0.06 -1.62 0.09
H -2.80 1.36 0.40
O -3.62 0.21 -1.88
H 3.89 -0.42 0.40
H 5.49 -1.07 0.19
H -2.23 -1.16 -2.35
```

Calculated values
LUMO = -7.96 eV
Gap between HOMO and LUMO = 4.634 eV
Net charge = +1

=====

2.
Entry from the OMol25 dataset: a 2-piece molecular cluster, C5H13N2O overall (ωB97M-V with the def2-TZVPD basis set).

Structure (XYZ):
```
21
Properties=species:S:1:pos:R:3
H 2.08 -1.64 0.74
H -2.05 0.51 -1.22
H 0.83 0.55 0.90
N 1.05 1.31 0.27
O 1.27 -1.88 1.18
H 1.57 -2.48 1.88
H 0.36 1.89 -1.70
H 2.80 1.55 -0.99
C -1.79 -0.59 0.59
C 2.05 0.84 -0.68
H -1.90 -1.26 -1.46
C 0.64 1.03 -1.09
N -1.74 0.61 1.32
H 0.32 -0.87 -2.09
C -1.48 -0.39 -0.95
H -2.17 0.64 2.23
H -2.81 -0.96 0.60
H -1.12 -1.39 0.93
C -0.15 -0.17 -1.39
H -1.03 1.30 1.19
H 2.32 -0.21 -0.63
```

Calculated values
LUMO = -6.95 eV
Gap between HOMO and LUMO = 6.083 eV
Net charge = +1

=====

3.
Entry from the OMol25 dataset: an isolated ion of composition C5H13N2O and charge +1 (ωB97M-V with the def2-TZVPD basis set).

Structure (XYZ):
```
21
Properties=species:S:1:pos:R:3
O -3.19 -1.76 0.81
H -0.71 1.56 0.66
C 1.14 -1.14 0.77
H 0.80 1.54 1.33
C -1.99 -1.72 0.84
H 2.02 1.70 -0.60
H 0.91 -0.28 -1.99
H -0.89 -2.13 -1.02
H 0.79 -1.38 1.76
H -1.80 -0.46 -1.01
H -0.60 0.66 -1.77
C 0.36 0.39 -1.27
H -1.39 -2.02 1.65
C 0.97 1.70 -0.82
H 0.24 3.06 0.74
H 0.81 2.53 -1.55
H 2.05 -0.50 0.92
C -1.18 -1.23 -0.39
N 0.04 -0.40 0.01
H 1.37 -2.13 0.31
N 0.24 2.02 0.62
```

Calculated values
LUMO = -3.61 eV
Gap between HOMO and LUMO = 9.315 eV
Net charge = +1

=====

4.
Entry from the OMol25 dataset: a 2-piece molecular cluster, C5H13N2O overall (ωB97M-V with the def2-TZVPD basis set).

Structure (XYZ):
```
21
Properties=species:S:1:pos:R:3
H -2.98 1.43 0.10
H 0.50 -0.62 0.29
H 2.86 -1.85 2.46
N -1.27 1.66 -1.03
H -1.59 1.82 -1.99
C -2.55 -0.44 -0.91
C -0.20 2.25 -0.69
C 2.41 -1.50 0.54
H 1.31 -0.14 1.80
H 1.90 0.49 0.21
H -1.54 0.63 0.74
C -2.12 0.81 -0.16
H 0.31 2.09 0.25
H -2.99 -1.15 -0.20
N 2.77 -2.29 1.55
H -3.27 -0.22 -1.69
H 3.59 -2.87 1.37
H -1.68 -0.95 -1.33
C 1.45 -0.34 0.75
H 0.27 2.90 -1.42
O 2.82 -1.72 -0.62
```

Calculated values
LUMO (alpha / beta) = -8.12 / -12.26 eV
Gap between HOMO and LUMO (alpha / beta) = 11.834 / 7.693 eV
Net charge = +2
<S²> = 0.75
Spin multiplicity = 2

=====

5.
Entry from the OMol25 dataset: a 2-piece molecular cluster, C5H13N2O overall (ωB97M-V with the def2-TZVPD basis set).

Structure (XYZ):
```
21
Properties=species:S:1:pos:R:3
H -3.61 0.41 1.46
H 0.89 0.16 -3.98
H 1.08 -0.40 2.52
H -0.18 -1.23 -4.42
C 0.87 -1.40 -2.56
H 2.36 -1.30 -0.96
N 0.77 0.47 2.07
H -0.71 0.85 3.64
H 0.33 0.61 -1.02
H 1.46 1.19 2.33
H -3.12 1.00 2.99
N -2.91 0.94 1.98
H 2.26 0.15 -2.00
H -1.40 0.58 0.64
C 1.70 -0.66 -1.54
C -1.63 0.78 1.68
H 0.41 -2.31 -2.19
C 0.49 -0.81 -3.68
H 0.80 0.30 1.00
C -0.57 0.77 2.57
O 0.72 -0.12 -0.54
```

Calculated values
LUMO (alpha / beta) = -8.61 / -12.50 eV
Gap between HOMO and LUMO (alpha / beta) = 7.423 / 3.533 eV
Net charge = +2
<S²> = 0.77
Spin multiplicity = 2

=====

6.
Entry from the OMol25 dataset: a 2-piece molecular cluster, C5H13N2OPS2 overall (ωB97M-V with the def2-TZVPD basis set).

Structure (XYZ):
```
24
Properties=species:S:1:pos:R:3
H 0.66 -1.86 2.24
O -2.69 -1.61 -0.54
C -0.54 1.76 0.54
C -1.32 1.59 -0.81
S 2.23 0.30 1.84
C -1.29 2.71 1.41
C 1.96 -1.14 0.90
P -1.25 -1.50 -0.74
N 1.12 -2.03 1.38
H 0.51 -2.40 -1.50
H -0.28 0.78 0.95
H -0.52 2.94 2.21
H 2.36 -2.29 -0.83
H 0.41 2.21 0.22
N -0.48 -2.55 -1.74
H -1.20 2.43 -1.49
H 3.37 -0.86 -0.64
H 1.87 -0.90 -1.29
H -0.74 -3.52 -1.90
H -2.38 1.32 -0.64
H -2.10 2.12 1.91
C 2.43 -1.32 -0.48
H -1.57 3.58 0.89
S -0.55 0.25 -1.89
```

Calculated values
LUMO (alpha / beta) = -1.24 / -2.69 eV
Gap between HOMO and LUMO (alpha / beta) = 8.033 / 5.207 eV

=====

7.
Entry from the OMol25 dataset: a 2-piece molecular cluster, C5H13N2S overall (ωB97M-V with the def2-TZVPD basis set).

Structure (XYZ):
```
21
Properties=species:S:1:pos:R:3
H -0.56 2.60 -2.72
H -1.32 0.60 -3.89
H -1.58 -0.23 -2.36
H 1.06 -2.39 3.96
C -0.97 0.52 -2.85
H 0.63 -1.76 0.30
C -0.49 1.81 -0.72
H 0.07 0.19 -2.87
H -0.56 2.80 -0.25
N 0.11 -0.80 2.99
C 1.61 -1.65 0.79
C 0.94 -1.88 3.00
H 0.58 1.56 -0.75
H 1.68 -0.56 0.90
S -1.33 0.59 0.38
H 2.41 -2.00 0.15
H -0.30 -0.34 2.16
N 1.66 -2.35 2.06
H -0.40 -0.71 3.84
H -2.14 2.16 -2.01
C -1.10 1.85 -2.12
```

Calculated values
LUMO = 3.81 eV
Gap between HOMO and LUMO = 6.619 eV
Net charge = -1

=====

8.
Entry from the OMol25 dataset: an isolated ion of composition C5H13N2S and charge -1 (ωB97M-V with the def2-TZVPD basis set).

Structure (XYZ):
```
21
Properties=species:S:1:pos:R:3
H 1.38 2.15 1.73
H -1.65 -0.94 0.19
C 0.83 2.09 0.78
H 0.33 -3.22 1.74
H -1.28 -1.23 -1.47
C -0.52 1.13 -1.70
H -0.83 0.94 1.04
N 0.12 0.83 0.69
C 0.41 -2.22 1.30
H 0.70 -2.33 -0.67
H 1.05 -0.08 -0.87
H -0.38 0.64 -2.67
C -0.83 -1.08 -0.49
H 0.17 2.95 0.84
N -0.12 -2.31 -0.07
H 1.52 2.25 -0.05
S -2.21 1.70 -1.33
H 0.16 2.00 -1.69
H 1.42 -1.85 1.45
H -0.26 -1.59 1.88
C 0.01 0.18 -0.62
```

Calculated values
LUMO = 3.75 eV
Gap between HOMO and LUMO = 6.234 eV
Net charge = -1

=====

9.
Entry from the OMol25 dataset: C5H13N3 as an isolated structure (ωB97M-V with the def2-TZVPD basis set).

Structure (XYZ):
```
21
Properties=species:S:1:pos:R:3
H 0.50 3.00 1.11
H 0.21 1.07 -1.98
H -0.14 3.55 -0.44
H -1.15 0.22 -1.51
C 0.40 0.13 1.04
H 1.38 2.63 -0.38
N -0.61 1.06 -1.39
H 0.33 -1.99 1.53
H -1.10 -1.05 1.99
C 0.38 2.73 0.07
H 1.49 -2.02 -0.48
N -0.53 -2.34 -0.98
H 0.65 0.56 2.01
H 1.34 0.00 0.49
H -1.06 1.11 0.78
C 0.73 -2.44 -1.14
H -2.04 -1.88 0.15
C -0.42 1.46 -0.08
N -1.07 -1.62 0.01
H 1.07 -3.00 -2.00
C -0.35 -1.18 1.21
```

Calculated values
LUMO = 1.04 eV
Gap between HOMO and LUMO = 8.605 eV

=====

10.
Entry from the OMol25 dataset: the molecule C5H13N3 (ωB97M-V with the def2-TZVPD basis set).

Structure (XYZ):
```
21
Properties=species:S:1:pos:R:3
H 1.37 -0.06 -2.62
H 0.91 -1.40 -1.56
H -1.13 2.24 0.62
H 0.96 -1.35 1.10
C 0.59 -0.44 -1.96
H -2.50 -1.88 -0.47
N -1.74 -1.50 0.08
H -1.82 0.30 -0.90
N -0.72 1.59 1.28
H 0.08 2.07 1.69
H 2.41 0.72 0.45
C 0.81 0.82 -0.71
H -0.33 -0.53 -2.55
C 0.49 -0.50 1.59
H -0.21 -0.85 2.35
H -1.34 -2.06 0.82
C -1.25 -0.29 -0.18
C -0.21 0.40 0.57
N 2.09 1.03 -0.46
H 0.26 1.63 -1.24
H 1.27 0.05 2.10
```

Calculated values
LUMO (alpha / beta) = -0.30 / -0.31 eV
Gap between HOMO and LUMO (alpha / beta) = 5.779 / 5.760 eV

=====

11.
Entry from the OMol25 dataset: the molecule C5H13N3 (ωB97M-V with the def2-TZVPD basis set).

Structure (XYZ):
```
21
Properties=species:S:1:pos:R:3
C -0.55 0.95 -0.49
H -1.05 1.94 -2.33
C -0.40 -0.52 1.33
H -1.19 1.65 0.06
C 1.70 0.01 -0.22
H 1.57 -0.87 -0.88
N 0.49 0.51 0.40
H -1.70 0.75 1.98
H -2.38 -0.14 -0.73
H 0.32 0.81 -2.49
H 0.75 -2.25 0.73
H 0.53 2.37 -1.67
H -1.00 -0.96 -1.27
H 2.14 0.78 -0.87
C -0.16 1.54 -1.83
N -1.18 -0.08 2.22
N -1.39 -0.32 -0.58
H 2.38 -0.30 0.56
H -0.35 -2.48 2.13
C 0.33 -1.80 1.63
H 1.15 -1.60 2.32
```

Calculated values
LUMO = 0.86 eV
Gap between HOMO and LUMO = 9.415 eV

=====

12.
Entry from the OMol25 dataset: a 2-piece molecular cluster, C5H13N3 overall (ωB97M-V with the def2-TZVPD basis set).

Structure (XYZ):
```
21
Properties=species:S:1:pos:R:3
H 0.05 2.20 -0.42
N -0.60 -1.33 1.04
C -0.83 -0.83 -1.36
H 2.10 1.23 1.67
C -1.32 -1.14 0.03
N 2.05 0.69 -0.33
N 3.09 -0.17 -0.22
C -2.80 -1.26 0.18
H -3.27 -0.30 -0.01
C 0.39 2.14 0.61
H 0.40 -1.23 0.88
H 3.68 -0.07 0.61
H 3.61 -0.23 -1.08
H -1.48 -0.10 -1.84
H 0.58 3.14 0.99
H -0.83 -1.74 -1.95
H -0.40 1.69 1.22
H 0.19 -0.43 -1.33
C 1.61 1.31 0.69
H -3.20 -1.97 -0.54
H -3.05 -1.59 1.18
```

Calculated values
LUMO = 1.17 eV
Gap between HOMO and LUMO = 10.050 eV

=====

no.,E_tot (a.u.),largest force on an atom (hartree/bohr)
1,-382.591604,0.0563
2,-382.670051,0.0203
3,-382.739199,0.0537
4,-382.343816,0.0304
5,-382.309437,0.0484
6,-1520.716805,0.0714
7,-706.036697,0.0209
8,-706.007717,0.0255
9,-362.447505,0.1025
10,-362.412903,0.0396
11,-362.499480,0.0820
12,-362.526047,0.0180